Molecular formula: C24H17GaI2N6O2
Method: DFT, wB97M-V/def2-TZVPD

Each line ends with the Mulliken charge.
Cartesian coordinates (Å):
Ga  -0.26  1.30  -0.34  0.9238
O  1.42  -5.88  2.45  -0.3855
C  2.47  -5.64  2.00  0.8289
O  3.50  -5.38  1.54  -0.3812
C  1.37  -2.93  0.99  -0.8093
C  2.25  -2.08  0.39  -1.1367
C  1.73  -0.83  0.05  1.4850
N  0.45  -0.53  0.32  0.4985
C  -0.37  -1.38  0.94  1.3052
C  0.07  -2.66  1.31  -1.1428
C  -1.72  -0.84  1.23  0.8717
C  -2.74  -1.57  1.83  -0.7249
C  -3.94  -0.94  2.10  -0.6827
C  -4.10  0.40  1.77  -0.8042
C  -3.05  1.06  1.16  -0.4722
N  -1.89  0.45  0.91  -0.2285
C  2.50  0.25  -0.62  0.3159
C  3.83  0.13  -0.98  -0.8602
C  4.44  1.19  -1.63  -0.6043
C  3.70  2.32  -1.93  -0.8632
C  2.38  2.36  -1.54  -0.3189
N  1.80  1.35  -0.88  0.0102
H  3.27  -2.37  0.19  0.4356
H  -0.57  -3.37  1.81  0.4429
H  -2.60  -2.61  2.08  0.5039
H  -4.75  -1.49  2.57  0.4853
H  -5.02  0.93  1.98  0.4906
H  -3.12  2.10  0.86  0.4697
H  4.39  -0.77  -0.76  0.4818
H  5.48  1.12  -1.93  0.4903
H  4.14  3.16  -2.45  0.4623
H  1.74  3.21  -1.76  0.6191
I  1.27  -0.60  -3.77  0.1522
C  -0.79  -0.58  -3.43  0.2184
C  -1.57  -1.19  -4.42  -0.6622
C  -2.94  -1.20  -4.28  -0.3185
C  -3.49  -0.60  -3.15  -0.8804
C  -2.64  -0.03  -2.23  -0.0238
N  -1.30  -0.02  -2.34  -0.0332
H  -1.09  -1.63  -5.28  0.3929
H  -3.56  -1.66  -5.03  0.4342
H  -4.56  -0.56  -2.99  0.4524
H  -3.05  0.46  -1.35  0.3343
I  2.61  5.13  3.76  0.2140
C  1.36  3.70  2.98  -0.8746
C  0.41  2.94  3.64  -0.0256
N  -0.16  2.14  2.73  0.1767
N  0.35  2.33  1.50  -0.1742
C  1.27  3.28  1.65  -0.1907
H  0.12  2.92  4.68  0.4862
H  -0.91  1.49  2.87  0.0663
H  1.84  3.64  0.81  0.5491

DFT total energy = -106762.6186 eV
net charge = +2
HOMO (spin up / spin down) = -13.84 / -13.14 eV

---

Molecular formula: C18H25F3N4O6RhS2SbSe4Si
Method: DFT, wB97M-V/def2-TZVPD

Each line ends with the Mulliken charge.
Cartesian coordinates (Å):
Rh  -1.68  -1.38  -0.66  0.2187
Se  -0.29  -5.07  1.81  -0.6351
Sb  -1.85  -3.40  1.06  0.7042
Se  -1.92  -4.78  -2.73  -0.6286
Se  -2.96  -3.37  -1.22  -0.1301
Se  -3.20  -2.36  2.79  -0.7284
C  4.60  -4.91  0.26  -1.1892
Si  3.41  -3.80  -0.68  0.3994
C  4.42  -2.77  -1.89  -1.1314
C  2.27  -4.92  -1.64  -0.8986
C  2.71  -2.59  0.59  0.6793
C  3.53  -2.21  1.64  -0.1020
C  3.09  -1.31  2.61  -1.0990
C  1.81  -0.81  2.48  -0.4094
N  1.00  -1.12  1.47  0.1824
C  1.43  -1.99  0.56  -0.2597
S  0.34  -2.47  -0.74  0.1801
H  5.02  -5.66  -0.43  0.3350
H  4.06  -5.45  1.04  0.3229
H  5.44  -4.38  0.72  0.3308
H  4.88  -3.40  -2.66  0.3131
H  5.20  -2.21  -1.39  0.3217
H  3.77  -2.05  -2.40  0.2863
H  2.88  -5.66  -2.15  0.3476
H  1.67  -4.39  -2.37  0.2897
H  1.57  -5.43  -0.97  0.2878
H  4.52  -2.63  1.73  0.2192
H  3.71  -1.02  3.44  0.3921
H  1.40  -0.12  3.22  0.3351
C  -2.23  3.18  -1.29  -0.3058
C  -2.50  4.63  -0.95  -0.9208
S  -2.31  5.05  0.76  1.2719
O  -3.14  4.20  1.57  -0.6282
O  -2.45  6.49  0.86  -0.7341
C  -0.59  4.70  1.15  -1.0543
C  -0.30  3.38  1.86  -1.0269
N  -0.16  2.24  0.97  0.7607
C  -1.05  1.21  0.88  -0.3051
N  -0.69  0.37  -0.09  1.2771
C  0.45  0.85  -0.64  -1.2322
C  0.80  2.00  0.01  -0.3228
N  1.97  2.78  -0.21  1.2308
O  2.17  3.74  0.52  -0.6957
O  2.71  2.44  -1.11  -0.6830
C  -2.20  1.03  1.78  -1.3427
H  -2.60  2.94  -2.28  0.6359
H  -2.76  2.52  -0.59  -0.1826
H  -1.17  2.95  -1.26  0.0430
H  -3.55  4.90  -1.13  0.4370
H  -1.87  5.33  -1.50  0.4187
H  -0.33  5.53  1.80  0.5100
H  -0.01  4.81  0.24  0.4889
H  -1.09  3.14  2.56  0.6878
H  0.64  3.51  2.40  0.4127
H  0.97  0.33  -1.43  0.7390
H  -1.87  1.07  2.82  0.5456
H  -2.63  0.04  1.61  -0.1176
H  -2.97  1.79  1.62  0.0842
F  -5.82  0.27  -3.10  -0.2844
C  -5.13  0.87  -2.11  0.7710
F  -5.88  0.80  -1.00  -0.2590
F  -5.07  2.19  -2.44  -0.2824
C  -3.70  0.26  -1.96  0.6749
O  -2.97  0.38  -2.93  -0.6634
O  -3.50  -0.27  -0.83  -0.8820

DFT total energy = -345953.0789 eV
net charge = -2
energy relative to the best compared isomer or geometry (same formula, charge and spin) = 204.7 kJ/mol
HOMO = -1.68 eV

---

Molecular formula: C12H10ClF3FeO2
Method: DFT, wB97M-V/def2-TZVPD

Each line ends with the Löwdin spin population.
Cartesian coordinates (Å):
C  1.00  -1.70  0.45  0.0553
C  1.06  -1.74  -0.98  0.0185
C  -0.30  -1.68  -1.48  0.0011
H  1.94  -1.92  -1.58  0.0010
C  -1.16  -1.60  -0.33  0.0570
C  -0.36  -1.63  0.84  0.0433
H  -0.76  -1.72  1.85  0.0018
H  1.86  -1.84  1.10  0.0026
H  -0.61  -1.81  -2.51  -0.0004
H  -2.24  -1.68  -0.37  0.0034
Fe  0.36  0.43  -1.03  3.6026
Cl  2.42  0.91  -1.50  0.1488
C  0.07  2.52  -3.52  0.0206
C  -1.16  1.86  -3.81  0.2787
C  -0.87  0.69  -4.58  0.2005
H  -2.15  2.18  -3.49  0.0115
C  0.55  0.62  -4.75  0.0967
C  1.12  1.76  -4.10  0.3481
H  2.19  1.99  -4.05  0.0123
H  0.18  3.45  -2.96  -0.0050
H  -1.61  -0.02  -4.97  0.0076
H  1.10  -0.15  -5.29  -0.0002
F  -3.32  2.90  1.33  0.0002
C  -3.35  1.73  0.62  0.0020
F  -2.99  0.70  1.44  0.0008
F  -4.65  1.53  0.27  0.0005
C  -2.38  1.80  -0.60  0.0142
O  -2.82  2.43  -1.56  0.0175
O  -1.22  1.27  -0.43  0.0587

DFT total energy = -71764.6767 eV
expectation value of S² = 8.78
spin multiplicity = 6
net charge = -1
energy relative to the best compared isomer or geometry (same formula, charge and spin) = 10.2 kJ/mol
HOMO (spin up / spin down) = -4.20 / -4.54 eV

---

Molecular formula: C3H12N2O2
Method: DFT, wB97M-V/def2-TZVPD

Each line ends with the Mulliken charge.
Cartesian coordinates (Å):
C  2.05  0.18  2.07  -1.1543
C  0.86  0.09  1.14  -0.3015
N  1.29  0.51  -0.21  -0.5444
C  0.77  0.19  -1.34  0.0516
N  -0.53  0.10  -1.67  -0.3782
H  2.69  -0.69  2.04  0.3053
H  2.62  1.10  2.04  0.2828
H  1.59  0.05  3.06  0.3671
H  0.48  -0.93  1.06  0.3981
H  0.08  0.77  1.48  0.2316
H  1.47  -0.33  -2.00  0.3656
H  -1.22  0.39  -0.99  0.2101
H  -0.81  -0.03  -2.63  0.2113
O  -5.33  -3.77  -1.18  -0.6436
H  -6.00  -4.38  -0.85  0.3228
H  -5.79  -3.13  -1.74  0.3204
O  1.67  3.51  0.14  -0.6622
H  1.55  2.64  -0.28  0.3169
H  2.57  3.74  -0.14  0.3007

DFT total energy = -10379.5095 eV
energy relative to the best compared isomer or geometry (same formula, charge and spin) = 196.8 kJ/mol
HOMO = -8.15 eV

---

Molecular formula: C2H3N3O2
Method: DFT, wB97M-V/def2-TZVPD

Each line ends with the Mulliken charge.
Cartesian coordinates (Å):
C  0.60  0.85  -1.04  0.0712
C  0.35  -0.07  0.00  0.2957
N  1.03  1.44  -1.92  -0.3661
N  0.53  -1.36  0.12  -0.3241
N  -0.52  0.51  1.00  0.9983
O  -1.00  -0.25  1.79  -0.6954
O  -0.74  1.66  1.01  -0.5584
H  -1.68  0.67  -1.41  0.0577
H  1.03  -1.77  -0.64  0.2343
H  0.39  -1.68  1.10  0.2869

DFT total energy = -10680.2269 eV
energy relative to the best compared isomer or geometry (same formula, charge and spin) = 794.1 kJ/mol
HOMO (spin up / spin down) = -10.78 / -8.76 eV